Molecular formula: C10H16N4O4
Method: DFT, ωB97M-V/def2-TZVPD

* total charge: 0
* Kohn-Sham gap: 9.29 eV
* energy above the lowest of the compared OMol25 structures with the same formula, charge and spin: 4.228 eV
* HOMO energy: -8.719 eV

Geometry (Å):
C1 -4.5848 -1.2812 -0.0189
C2 -2.9941 -1.0993 -0.2335
O1 -2.4007 -0.9006 -1.5209
C3 -2.6014 0.0407 0.6307
N1 -3.4012 1.2608 0.0671
C4 -1.1923 0.5346 0.7919
O2 -0.8550 1.1617 1.8219
N2 -0.3861 0.2647 -0.2877
C5 1.0324 0.5054 0.0196
C6 1.8046 -0.6182 -0.6134
C7 3.3034 -0.6596 -0.2358
C8 4.2149 0.3587 -0.3764
N3 5.3861 -0.3102 0.2432
C9 4.9159 -1.5690 0.6680
N4 3.6429 -1.8158 0.4291
C10 1.5669 1.9123 -0.4933
O3 2.4219 2.2364 -1.3056
O4 1.0278 2.9381 0.2116
H1 -4.9939 -1.1720 1.0744
H2 -5.3739 -0.6502 -0.6598
H3 -4.9776 -2.2749 -0.4488
H4 -2.6085 -2.0924 0.0984
H5 -2.4765 -0.0197 -1.9396
H6 -2.7590 -0.2244 1.7655
H7 -3.0360 2.0400 0.7401
H8 -4.4537 1.0648 -0.0598
H9 -0.6146 -0.2228 -1.1979
H10 1.0786 0.6199 1.1995
H11 1.3298 -1.4809 -0.1399
H12 1.7152 -0.4913 -1.7797
H13 4.2734 1.4387 -0.8453
H14 6.2334 0.0361 0.4232
H15 5.5673 -2.2363 1.2476
H16 0.1948 2.7056 0.7243

Molecular formula: C31H24Cl2MoN4O4
Method: DFT, ωB97M-V/def2-TZVPD

* total charge: +2
* Kohn-Sham gap (spin up / spin down): 6.89 / 6.80 eV
* HOMO energy (spin up / spin down): -13.684 / -13.678 eV

Geometry (Å):
Mo1 -0.2192 0.5397 -0.2587
Cl1 -0.1503 7.5714 -1.8397
C1 -0.3512 5.8802 -1.6590
C2 -0.8343 5.1243 -2.7419
C3 -1.0461 3.7761 -2.5992
C4 -0.7703 3.1277 -1.3828
O1 -1.0220 1.8558 -1.2141
C5 -0.2656 3.8886 -0.2750
C6 -0.1672 3.2846 1.0013
N1 -0.2788 1.9823 1.1908
C7 -0.6382 1.4579 2.4325
C8 -0.3893 2.0138 3.6754
C9 -0.8253 1.3744 4.8373
C10 -1.5133 0.1901 4.7806
C11 -1.7854 -0.4133 3.5365
C12 -2.4688 -1.6378 3.4062
C13 -2.6390 -2.1701 2.1486
C14 -2.1760 -1.4814 1.0356
N2 -1.5506 -0.2983 1.1022
C15 -1.3370 0.2262 2.3496
C16 -0.0728 5.2755 -0.4508
H1 -1.0611 5.6194 -3.6726
H2 -1.4364 3.1904 -3.4175
H3 -0.1292 3.9517 1.8610
H4 0.1844 2.9220 3.7556
H5 -0.6087 1.8203 5.7951
H6 -1.8348 -0.3074 5.6813
H7 -2.8510 -2.1323 4.2855
H8 -3.1369 -3.1139 2.0057
H9 -2.2996 -1.9216 0.0531
H10 0.2832 5.8695 0.3772
C17 2.7871 2.0504 -3.3345
C18 1.9559 1.0257 -2.6203
O2 1.4690 1.2577 -1.5008
N3 1.7855 -0.1459 -3.2458
C19 1.2608 -1.3470 -2.6026
C20 -0.2484 -1.4456 -2.6911
C21 -0.8633 -2.2987 -3.5960
C22 -2.2476 -2.3332 -3.6962
C23 -2.9787 -1.4475 -2.9122
C24 -2.3051 -0.6242 -2.0347
N4 -0.9647 -0.6448 -1.8761
H11 2.8443 2.9645 -2.7478
H12 2.3747 2.2889 -4.3137
H13 3.7968 1.6689 -3.4908
H14 2.1687 -0.2464 -4.1775
H15 1.5771 -1.3351 -1.5471
H16 1.7226 -2.2046 -3.0930
H17 -0.2571 -2.9367 -4.2164
H18 -2.7414 -3.0086 -4.3762
H19 -4.0533 -1.3926 -2.9853
H20 -2.8489 0.0908 -1.4201
Cl2 3.3207 -6.7164 2.3191
C25 2.7023 -5.1334 2.1415
C26 2.7914 -4.2185 3.1896
C27 2.3447 -2.9295 3.0003
C28 1.7814 -2.5407 1.7787
C29 1.6278 -3.4885 0.7622
C30 2.1035 -4.7692 0.9369
C31 1.3832 -1.1325 1.6362
O3 1.4688 -0.3039 2.5236
O4 0.8860 -0.7189 0.4726
H21 3.1936 -4.5290 4.1406
H22 2.4145 -2.1906 3.7844
H23 1.1207 -3.2274 -0.1588
H24 2.0201 -5.5014 0.1511

Molecular formula: C2H7NO
Method: DFT, ωB97M-V/def2-TZVPD

* total charge: 0
* Kohn-Sham gap: 10.49 eV
* energy above the lowest of the compared OMol25 structures with the same formula, charge and spin: 1.401 eV
* HOMO energy: -9.452 eV

Geometry (Å):
C1 2.0885 -0.1550 0.7059
O1 2.3510 0.8006 0.0386
H1 1.9600 -1.1603 0.2573
H2 2.0629 -0.0836 1.8091
C2 -2.6370 -0.5497 -0.4355
N1 -1.2776 -0.0085 -0.2503
H3 -2.5132 -1.4218 -1.0769
H4 -3.4523 0.1057 -0.7413
H5 -2.9130 -0.9949 0.5347
H6 -0.9420 0.3249 -1.1443
H7 -1.2229 0.7192 0.4361

Molecular formula: C8H13N3Si
Method: DFT, ωB97M-V/def2-TZVPD

* total charge: 0
* Kohn-Sham gap: 9.77 eV
* energy above the lowest of the compared OMol25 structures with the same formula, charge and spin: 0.000 eV
* HOMO energy: -9.079 eV

Geometry (Å):
C1 3.5445 -0.8928 -0.3071
C2 2.4840 -0.4760 -1.3838
C3 1.2866 0.0851 -0.6836
N1 0.9961 1.3398 -0.4306
C4 -0.4958 1.3794 0.0311
Si1 -1.1510 3.1225 0.0483
C5 -0.9142 0.1094 -0.0864
C6 -2.1398 -0.5574 0.3530
C7 -2.3346 -0.7442 1.8719
C8 -2.0610 -1.8580 -0.2910
N2 -1.8600 -2.7560 -0.9539
N3 0.1698 -0.6650 -0.5984
H1 4.3382 -1.4119 -0.8160
H2 3.1362 -1.5860 0.3511
H3 4.0275 0.0290 0.2013
H4 2.2421 -1.3811 -1.9301
H5 3.0239 0.0735 -2.0852
H6 -0.2637 3.7526 -0.9277
H7 -1.4912 3.4524 1.5090
H8 -2.5660 2.9015 -0.1013
H9 -3.1148 0.0072 0.1545
H10 -1.5870 -1.3542 2.2221
H11 -3.2686 -1.1511 2.2100
H12 -2.2240 0.2061 2.3004
H13 0.2227 -1.6249 -0.6576

Molecular formula: ClH3NO2P
Method: DFT, ωB97M-V/def2-TZVPD

* total charge: 0
* Kohn-Sham gap (spin up / spin down): 7.79 / 6.27 eV
* spin multiplicity: 3
* energy above the lowest of the compared OMol25 structures with the same formula, charge and spin: 1.266 eV
* HOMO energy (spin up / spin down): -7.175 / -10.352 eV

Geometry (Å):
N1 0.6024 0.8422 0.4745
O1 -1.9845 -0.5373 -0.1463
O2 -0.4286 0.6588 1.4878
P1 -1.9573 0.0914 1.1751
Cl1 1.2287 -1.3169 -2.3190
H1 1.3934 1.2918 0.8171
H2 0.9572 -0.1096 0.1176
H3 0.1887 -0.9203 -1.6069

Molecular formula: CCl2NO2P
Method: DFT, ωB97M-V/def2-TZVPD

* total charge: 0
* Kohn-Sham gap: 8.62 eV
* energy above the lowest of the compared OMol25 structures with the same formula, charge and spin: 0.958 eV
* HOMO energy: -10.638 eV

Geometry (Å):
N1 1.9709 0.9345 -0.7498
C1 1.2575 0.3243 -0.0668
O1 0.5551 -0.2663 0.7809
P1 -1.4025 -0.2918 -0.0640
O2 -1.5642 -0.7509 -1.4806
Cl1 -2.2711 -1.5376 1.2670
Cl2 -1.6438 1.6016 0.3479